DFT (ωB97M-V with the def2-TZVPD basis set) results for a cluster of 2 separate species, C18H26FNO3 in total at a distorted geometry.

Last columns: bonded neighbours and bond lengths (Å).
Element x y z (Å)
1 H 1.78 3.18 2.88  C30 1.098
2 H -3.31 1.51 -2.01  C6 1.099
3 C -1.39 2.32 -2.34  C6 1.507, O25 1.464, H29 1.099, H39 1.103
4 F 1.07 -1.17 -1.17  C23 1.367
5 C 0.03 1.79 4.55  C17 1.411, C28 1.405, H37 1.090
6 C -2.84 2.18 -2.73  H2 1.099, C3 1.507, H34 1.098, H47 1.100
7 H -1.82 1.19 7.23  C19 1.109
8 H -0.89 -0.30 6.90  C19 1.107
9 C 2.43 -0.42 -2.91  C12 1.529, O15 1.209, C23 1.537
10 H -0.81 -1.39 -3.22  C26 1.096
11 H 0.89 -3.38 -4.29  C31 1.094
12 C 3.20 -1.74 -3.02  C9 1.529, H33 1.093, H43 1.095, C44 1.517
13 C -2.75 -0.02 1.97  C21 1.512, H22 1.094, H36 1.106, H38 1.102
14 H 1.80 -4.65 -2.49  C49 1.104
15 O 2.89 0.68 -3.13  C9 1.209
16 H 1.92 1.58 2.10  C30 1.109
17 C 0.03 1.91 3.14  C5 1.411, N24 1.338, C30 1.511
18 H 3.71 -3.59 -2.14  C44 1.097
19 C -0.93 0.79 6.70  H7 1.109, H8 1.107, C28 1.522, H32 1.100
20 C -1.97 0.51 4.36  C21 1.414, C28 1.408, H41 1.094
21 C -1.90 0.73 2.97  C13 1.512, C20 1.414, N24 1.339
22 H -3.69 -0.39 2.39  C13 1.094
23 C 0.99 -0.61 -2.42  F4 1.367, C9 1.537, C26 1.520, C48 1.550
24 N -1.05 1.60 2.41  C17 1.338, C21 1.339
25 O -0.79 1.04 -2.75  C3 1.464, C48 1.334
26 C 0.26 -1.54 -3.37  H10 1.096, C23 1.520, C31 1.542, H46 1.106
27 H -0.38 -3.53 -3.06  C31 1.096
28 C -0.99 1.08 5.20  C5 1.405, C19 1.522, C20 1.408
29 H -1.25 2.44 -1.25  C3 1.099
30 C 1.22 2.40 2.35  H1 1.098, H16 1.109, C17 1.511, H42 1.098
31 C 0.58 -3.05 -3.29  H11 1.094, C26 1.542, H27 1.096, C49 1.531
32 H -0.04 1.27 7.12  C19 1.100
33 H 3.03 -2.13 -4.02  C12 1.093
34 H -3.35 3.15 -2.69  C6 1.098
35 H 2.97 -2.50 -1.02  C44 1.092
36 H -2.21 -0.90 1.59  C13 1.106
37 H 0.85 2.24 5.10  C5 1.090
38 H -2.98 0.62 1.11  C13 1.102
39 H -0.88 3.15 -2.86  C3 1.103
40 O 0.86 1.49 -1.27  C48 1.216
41 H -2.79 -0.10 4.74  C20 1.094
42 H 0.86 2.79 1.39  C30 1.098
43 H 4.26 -1.47 -2.91  C12 1.095
44 C 2.89 -2.86 -2.05  C12 1.517, H18 1.097, H35 1.092, C49 1.532
45 H 1.03 -3.65 -1.30  C49 1.094
46 H 0.48 -1.17 -4.39  C26 1.106
47 H -2.93 1.75 -3.74  C6 1.100
48 C 0.36 0.77 -2.12  C23 1.550, O25 1.334, O40 1.216
49 C 1.56 -3.60 -2.25  H14 1.104, C31 1.531, C44 1.532, H45 1.094

Computed properties:
**Molar mass**: 323.4 Da
**Structure (SMILES)**: CCOC(=O)[C@@]1(F)CCCCCC1=O.Cc1cc(C)nc(C)c1
**E_HOMO**: -8.665 eV
**Spin multiplicity**: 1
**Energy**: -29437.4384 eV
**ΔE to the lowest compared entry with this formula, charge and spin**: 0.0 kcal/mol
**Maximum force**: 1.93 eV Å⁻¹